No. 1
C29H46P2PrTe as an isolated structure, computed with ωB97M-V with the def2-TZVPD basis set.

Calculated values
E_LUMO (spin up / spin down)   -3.8 / -3.8 eV
HOMO level (spin up / spin down)   -9.491 / -9.507 eV
Multiplicity   3
Max |F|   12.0 eV Å⁻¹
Net charge   +1
Frontier orbital gap (spin up / spin down)   5.69 / 5.72 eV

Last column: Mulliken spin population.
Positions of all 79 atoms, in Å:
Pr 0.24527 -0.64540 1.38925  2.061
C -0.69433 -2.40020 2.33185  -0.059
C 0.62917 -2.73660 1.84645  -0.054
C 0.85207 -1.07190 3.46835  -0.006
C -0.56863 -1.36710 3.30975  0.003
C 1.57807 -1.92770 2.58535  0.098
C -1.96593 -3.08420 1.92895  -0.008
H -1.88743 -3.50890 0.92415  0.008
H -2.81203 -2.39180 1.94195  0.000
H -2.19533 -3.90820 2.61805  -0.004
C -1.66823 -0.71590 4.08935  0.000
H -2.64333 -0.91350 3.63555  0.000
H -1.52623 0.36880 4.11845  0.000
H -1.69343 -1.08940 5.12225  0.000
C 1.41437 -0.07490 4.43315  -0.008
H 1.54037 -0.51920 5.42995  0.001
H 0.74827 0.78900 4.52265  0.001
H 2.39067 0.28810 4.10025  -0.001
C 3.07017 -2.03680 2.49085  -0.016
H 3.45657 -2.71790 3.26115  0.005
H 3.55047 -1.06470 2.63235  -0.003
H 3.37867 -2.43190 1.51885  0.003
C 0.96717 -3.87040 0.92555  0.020
H 1.18587 -4.79010 1.48705  -0.008
H 1.84607 -3.63740 0.31715  0.003
H 0.13877 -4.08740 0.24485  0.007
C -1.56393 0.88160 -5.48585  0.003
C -1.62733 -0.45520 -5.50125  -0.006
C -0.79283 -1.45920 -6.25275  0.000
C 0.55937 -0.97440 -6.82065  0.000
C 1.49717 -0.45770 -5.75615  0.000
C 1.55657 0.76330 -5.21155  0.001
C 0.72987 1.99190 -5.48745  0.001
C -0.61303 1.79260 -6.22425  -0.001
H -1.39273 -1.87910 -7.07545  0.000
H 0.39217 -0.23070 -7.60175  0.000
H -0.60103 -2.30270 -5.57475  0.001
H -0.43293 1.44240 -7.24225  0.000
H -2.27183 1.39270 -4.83285  0.002
H -2.39763 -0.91000 -4.87715  0.001
H -1.08333 2.77810 -6.32265  0.000
H 0.52637 2.47670 -4.52235  0.000
H 2.31627 0.91370 -4.44345  -0.001
H 1.34007 2.71450 -6.05195  0.000
H 1.03397 -1.83020 -7.31515  0.000
H 2.19737 -1.19700 -5.36625  0.000
P -0.96293 -0.34610 -0.51695  -0.016
C -2.58623 0.51410 -0.55155  0.004
C -1.24673 -1.72040 -1.71045  -0.010
P 1.61167 0.18810 -0.22965  -0.013
C 0.26087 0.76210 -1.36815  0.004
C 2.65827 -0.91060 -1.27415  -0.013
C 2.73337 1.61800 0.04155  0.012
H -2.56193 1.28810 0.21975  0.000
H -3.37373 -0.20530 -0.30485  0.000
H -2.79373 0.95540 -1.53235  0.000
H -1.39143 -1.34280 -2.72865  0.000
H -2.13883 -2.27870 -1.41045  -0.001
H -0.39403 -2.40380 -1.69285  0.007
H 3.00617 2.10760 -0.89955  0.001
H 3.64127 1.26610 0.54235  0.000
H 2.21577 2.31820 0.70205  0.000
H 0.01667 1.79560 -1.10085  -0.001
H 0.40077 0.66920 -2.45055  -0.005
H 3.61417 -1.08210 -0.76975  -0.001
H 2.85127 -0.46470 -2.25605  0.000
H 2.16217 -1.87580 -1.40325  0.007
Te -0.38993 2.38340 2.46895  -0.024
C -0.98873 3.02350 4.50595  0.003
C -1.38313 4.37100 4.57575  -0.004
C -1.78023 4.95530 5.78595  -0.001
C -1.78993 4.20330 6.95935  0.000
C -1.40253 2.86870 6.92385  -0.002
C -1.00583 2.27910 5.72125  0.003
H -1.38183 4.97820 3.68055  0.001
H -2.07763 5.99400 5.81405  0.000
H -2.09343 4.65230 7.89495  0.000
H -1.40983 2.28290 7.83695  0.000
H -0.72993 1.25060 5.81885  0.002

No. 2
C29H46P2Rh as an isolated structure, computed with ωB97M-V with the def2-TZVPD basis set.

Calculated values
E_LUMO (spin up / spin down)   -2.3 / -3.2 eV
HOMO level (spin up / spin down)   -8.570 / -10.087 eV
Multiplicity   5
Max |F|   2.5 eV Å⁻¹
Net charge   +1
Frontier orbital gap (spin up / spin down)   6.26 / 6.84 eV

Last column: Mulliken spin population.
Positions of all 78 atoms, in Å:
Rh -2.00802 -0.66585 1.30043  2.349
C -1.08390 1.92196 2.35474  0.256
C -1.44957 2.54178 1.15071  0.132
C -3.08808 0.95912 1.58147  0.411
C -2.06057 0.89132 2.67868  -0.237
C -2.59459 1.92390 0.61216  0.207
C 0.03785 2.33954 3.23767  -0.030
H 0.98526 2.23059 2.68920  0.017
H 0.08976 1.71817 4.13767  -0.002
H -0.03387 3.38494 3.57445  0.018
C -2.44301 0.59302 4.09687  0.016
H -1.66726 0.92878 4.79244  0.005
H -2.58361 -0.47527 4.24220  -0.005
H -3.36580 1.12653 4.35943  -0.002
C -4.51406 0.59477 1.77971  0.018
H -4.91862 1.11549 2.65757  0.008
H -4.56299 -0.49062 1.92175  0.030
H -5.10771 0.85439 0.89908  -0.005
C -3.28345 2.28315 -0.63522  -0.080
H -3.52254 3.35416 -0.69929  0.018
H -4.22134 1.72990 -0.74066  -0.005
H -2.64983 2.03209 -1.49761  0.020
C -0.72032 3.63519 0.43944  0.003
H -1.39118 4.48134 0.24015  0.006
H -0.32873 3.29042 -0.53458  0.027
H 0.11932 4.01012 1.05007  0.000
C 2.79201 0.52506 0.70573  0.003
C 2.76303 1.88747 0.71194  -0.003
C 2.67406 2.80520 -0.46253  0.102
C 2.43573 2.01109 -1.77167  -0.013
C 1.06232 1.84956 -2.15291  0.792
C 0.36512 0.59852 -1.89411  -0.045
C 0.37885 0.34162 -0.34795  0.174
C 1.58442 -0.33017 0.32511  -0.109
H 3.59011 3.41873 -0.58652  0.001
H 2.87190 1.00881 -1.61981  0.002
H 1.87820 3.55175 -0.32014  -0.001
H 1.87344 -1.25071 -0.23341  -0.036
H 3.50049 -0.06063 1.30037  0.001
H 2.98303 2.43039 1.64451  -0.002
H 1.17155 -0.77465 1.24799  0.075
H 0.28435 1.31879 0.13657  -0.114
H -0.71221 0.74925 -2.13090  0.002
H -0.55054 -0.24165 -0.06667  -0.004
H 2.97237 2.49528 -2.60808  0.037
H 0.61293 2.57868 -2.82890  -0.074
P 3.40603 -1.24210 -1.75762  -0.001
C 4.43653 -2.75038 -1.51880  0.000
C 4.48531 -0.45437 -3.06684  0.002
P 0.63058 -0.75919 -3.09760  0.060
C 2.02691 -1.88458 -2.78953  0.010
C 1.07221 0.13035 -4.62951  0.007
C -0.78497 -1.74314 -3.53345  0.009
H 3.79818 -3.64235 -1.50375  0.000
H 4.96339 -2.64422 -0.56058  0.000
H 5.18114 -2.83252 -2.32645  0.000
H 4.89276 -1.27149 -3.67917  0.000
H 5.30926 0.05672 -2.54567  0.001
H 3.93815 0.25988 -3.69498  -0.002
H -0.50180 -2.39911 -4.36588  0.003
H -1.60513 -1.09355 -3.85843  0.001
H -1.10740 -2.35759 -2.68557  0.001
H 1.65189 -2.81678 -2.32222  0.000
H 2.46817 -2.14577 -3.76847  0.002
H 0.14789 0.35863 -5.18502  -0.002
H 1.71520 -0.51516 -5.24883  -0.001
H 1.59542 1.08059 -4.42512  -0.007
C -2.44486 -4.90211 3.43877  0.013
C -3.32178 -3.86503 3.77661  0.020
C -3.22717 -2.63439 3.10983  -0.126
C -2.23039 -2.47895 2.15600  0.224
C -1.31586 -3.47968 1.81725  -0.185
C -1.45742 -4.72962 2.45912  0.027
H -2.53623 -5.86200 3.93795  0.001
H -4.09091 -3.99593 4.54513  -0.001
H -3.90644 -1.80631 3.32176  -0.007
H -0.55315 -3.24563 1.08106  -0.007
H -0.79978 -5.55553 2.18290  -0.003

No. 3
C29H47Cl3NO5Si2Tl as an isolated structure, computed with ωB97M-V with the def2-TZVPD basis set.

Calculated values
E_LUMO   3.9 eV
HOMO level   -1.038 eV
Max |F|   0.5 eV Å⁻¹
Net charge   -2
Frontier orbital gap   4.90 eV

Last column: Löwdin charge in e.
Positions of all 88 atoms, in Å:
Tl -2.37456 0.42289 -0.19735  0.748
C -0.65337 -3.69001 -3.81048  -0.134
N -0.32595 -2.69639 -2.81624  -0.247
C -0.48505 -1.34576 -3.33530  -0.104
C -1.01731 -2.89548 -1.53514  -0.200
C -2.53724 -2.87497 -1.58112  -0.276
C -3.21435 -4.06969 -1.84733  -0.099
C -4.60285 -4.11109 -1.87879  -0.138
C -5.31578 -2.93961 -1.65011  -0.138
C -4.63010 -1.75347 -1.39982  -0.174
C -3.23021 -1.66915 -1.35348  -0.223
H -0.00009 -3.55680 -4.67815  0.072
H -1.69715 -3.63858 -4.16146  0.079
H -0.48266 -4.69269 -3.40622  0.073
H 0.20135 -1.20771 -4.17760  0.076
H -0.23229 -0.62656 -2.55380  0.044
H -1.50841 -1.13761 -3.68189  0.089
H -0.67206 -2.09328 -0.87794  0.068
H -0.67024 -3.85566 -1.13068  0.113
H -2.65223 -4.98576 -2.02013  0.090
H -5.12082 -5.04543 -2.06917  0.078
H -6.40204 -2.95740 -1.65618  0.080
H -5.22145 -0.85330 -1.22910  0.075
C -1.37864 -2.03493 2.51449  0.006
C -2.10918 -0.88558 3.16945  -0.406
O -2.98922 -0.29715 2.58958  -0.015
C -1.70205 -0.44192 4.55917  -0.154
C -2.05091 0.83710 4.97157  -0.024
C -1.77032 1.25293 6.26429  -0.078
C -1.15355 0.38291 7.15651  -0.103
C -0.78973 -0.88964 6.74310  -0.093
C -1.05290 -1.29440 5.43874  -0.037
H -1.39177 -1.87568 1.43711  0.057
H -1.90359 -2.97153 2.71959  0.097
H -0.34783 -2.12234 2.85705  0.078
H -2.53669 1.49178 4.25843  0.126
H -2.03387 2.25544 6.57670  0.100
H -0.96168 0.69596 8.17560  0.093
H -0.30207 -1.56837 7.43184  0.094
H -0.76667 -2.28777 5.11501  0.107
Cl -5.84986 4.03737 -1.31860  -0.141
Si -3.70342 3.45968 -1.40202  -0.489
Cl -2.86227 5.51117 -1.41309  -0.134
Cl -3.59045 3.07982 -3.56265  -0.093
C 2.35781 1.77454 -4.27678  -0.038
C 1.90522 2.28510 -2.91536  -0.648
C 0.40664 2.58131 -2.94167  -0.031
C 2.68197 3.54607 -2.54291  -0.034
O 2.22479 1.25549 -1.98262  -0.114
Si 1.47985 0.94809 -0.52441  0.000
O 0.05188 0.32133 -0.63837  -0.439
O 2.59264 0.00496 0.30171  -0.112
C 3.29822 -1.13266 -0.16431  -0.659
C 2.45576 -1.95670 -1.13426  -0.032
C 4.58590 -0.66889 -0.84305  -0.035
C 3.62784 -1.96154 1.07169  -0.043
O 1.55867 2.40812 0.27405  -0.109
C 1.32621 2.69019 1.64609  -0.649
C 0.38251 1.67850 2.29703  -0.046
C 0.70638 4.08021 1.70216  -0.027
C 2.67481 2.67506 2.36351  -0.035
H 2.24102 2.54825 -5.04002  0.079
H 1.76354 0.90407 -4.56301  0.074
H 3.40845 1.47600 -4.22977  0.078
H 0.17831 3.34668 -3.68630  0.090
H 0.06163 2.93628 -1.96786  0.083
H -0.15876 1.67848 -3.17587  0.079
H 2.47844 4.34802 -3.25747  0.080
H 3.75514 3.33391 -2.53906  0.081
H 2.39132 3.87215 -1.54405  0.073
H 2.17677 -1.36278 -2.00658  0.077
H 1.52755 -2.27508 -0.65809  0.074
H 3.00729 -2.83876 -1.47122  0.087
H 4.33576 -0.03425 -1.69408  0.073
H 5.17541 -1.52424 -1.18671  0.077
H 5.18313 -0.08235 -0.13997  0.082
H 2.70260 -2.29029 1.55048  0.078
H 4.18493 -1.35132 1.78704  0.078
H 4.22530 -2.83916 0.80975  0.077
H -0.57470 1.66205 1.77195  0.037
H 0.21700 1.93749 3.34697  0.081
H 0.80497 0.67064 2.23801  0.083
H -0.23958 4.09245 1.15763  0.091
H 1.37980 4.80243 1.23428  0.081
H 0.52641 4.38590 2.73714  0.080
H 3.13827 1.69406 2.24478  0.074
H 2.54948 2.89082 3.42925  0.077
H 3.33494 3.42809 1.92588  0.081

Relative energy (zero: lowest compared OMol25 entry of this formula, charge and spin) values (in kcal per mole) by entry order: 84.22, 47.57, 4.89.